(1)
C10H30O16PV | ωB97M-V/def2-TZVPD

LUMO (spin up / spin down) in eV: 1.9 / 1.9
Electronic energy in Ha: -2888.13335
Spin multiplicity: 2
Highest occupied orbital energy (spin up / spin down) in eV: -5.175 / -4.898
Frontier orbital gap (spin up / spin down) in eV: 7.055 / 6.779
Total charge: -1

Each line ends with the Mulliken charge.
Atoms and positions in Å:
1 O 12.46 17.43 5.89  -0.5557
2 V 13.22 16.03 5.58  1.4522
3 O 12.16 14.79 5.82  -0.5317
4 P 15.44 15.10 7.15  0.5897
5 O 15.32 13.71 7.69  -0.3205
6 O 14.41 16.24 7.53  -0.8569
7 O 14.74 14.54 5.90  -0.3980
8 O 16.85 15.50 6.67  -0.7935
9 C 11.34 12.91 2.74  0.0707
10 C 10.78 11.73 1.95  -0.8904
11 O 11.13 11.97 0.67  -0.5520
12 O 12.72 13.02 2.59  -0.7793
13 H 11.22 12.96 3.82  0.4910
14 H 10.86 13.83 2.42  0.1982
15 H 9.71 11.51 2.03  0.3099
16 H 11.29 10.79 2.11  0.3573
17 H 11.85 11.34 0.54  0.3431
18 H 12.72 13.49 1.75  0.3860
19 C 13.50 10.76 5.42  -0.4022
20 C 13.97 10.51 6.84  -0.5658
21 O 15.24 11.01 7.15  -0.4901
22 O 13.73 12.06 5.13  -0.1330
23 H 12.43 10.63 5.33  0.2834
24 H 14.01 10.28 4.58  0.3192
25 H 13.92 9.45 7.06  0.3406
26 H 13.51 11.02 7.69  0.2963
27 H 15.54 10.61 7.97  0.2828
28 H 13.10 12.39 4.47  0.1044
29 C 11.28 15.43 10.59  -0.6822
30 C 12.06 15.55 9.32  0.1103
31 O 12.39 16.90 9.02  -0.6153
32 O 12.19 15.53 11.68  -0.5476
33 H 10.74 14.48 10.57  0.3477
34 H 10.48 16.17 10.63  0.2798
35 H 11.45 15.03 8.58  0.0474
36 H 13.00 15.03 9.50  0.2121
37 H 13.15 16.72 8.47  0.6466
38 H 12.46 16.44 11.80  0.3057
39 C 9.99 18.59 2.41  -0.6315
40 C 10.24 17.09 2.72  0.3751
41 O 9.15 16.27 3.14  -0.5286
42 O 10.35 19.41 3.61  -0.4988
43 H 8.96 18.82 2.12  0.4415
44 H 10.66 18.97 1.63  0.2898
45 H 10.95 17.08 3.55  -0.0513
46 H 10.83 16.75 1.87  0.0807
47 H 8.50 16.88 3.50  0.3098
48 H 9.94 20.27 3.63  0.2687
49 C 14.26 17.81 3.51  -0.7868
50 C 14.01 16.80 2.47  -0.3516
51 O 13.20 15.84 3.24  0.1487
52 O 15.07 17.12 4.48  -0.3067
53 H 13.35 18.36 3.74  0.3122
54 H 14.84 18.56 2.97  0.4371
55 H 14.91 16.30 2.10  0.3047
56 H 13.39 17.21 1.67  0.3532
57 H 12.72 15.24 2.68  -0.1268
58 H 15.84 16.71 4.09  0.3002

***

(2)
C20H30CoN6O2P | ωB97M-V/def2-TZVPD

Energy relative to the best compared isomer or geometry (same formula, charge and spin) in kcal per mole: 19.8
LUMO (spin up / spin down) in eV: -3.5 / -3.5
Electronic energy in Ha: -2983.13875
Spin multiplicity: 2
Highest occupied orbital energy (spin up / spin down) in eV: -11.031 / -11.040
Frontier orbital gap (spin up / spin down) in eV: 7.545 / 7.504
Total charge: +1

Each line ends with the Mulliken charge.
Atoms and positions in Å:
1 Co -0.28 -0.65 -1.44  -0.4024
2 C 3.55 -2.00 -2.31  -1.6119
3 C 2.11 -1.82 -2.00  1.1710
4 N 1.52 -0.69 -1.88  0.8703
5 N 2.16 0.52 -1.98  -1.1172
6 C 1.23 1.46 -1.89  0.4839
7 O -0.04 1.20 -1.78  -0.8490
8 C 1.66 2.87 -1.91  0.7313
9 C 0.69 3.87 -1.95  -0.3155
10 C 1.07 5.20 -1.94  -0.8134
11 C 2.42 5.54 -1.89  -0.3611
12 C 3.39 4.54 -1.84  -0.7198
13 C 3.01 3.21 -1.85  -0.2899
14 C 1.17 -2.96 -1.81  0.4450
15 C 1.57 -4.28 -1.73  -0.6503
16 C 0.61 -5.26 -1.55  -0.3723
17 C -0.72 -4.90 -1.45  -0.7876
18 C -1.05 -3.56 -1.52  -0.0753
19 N -0.13 -2.61 -1.69  0.0125
20 H 4.00 -1.03 -2.52  0.3762
21 H 3.68 -2.66 -3.17  0.3859
22 H 4.08 -2.45 -1.46  0.3654
23 H -0.35 3.60 -2.01  0.3855
24 H 0.32 5.98 -1.99  0.4160
25 H 2.72 6.58 -1.88  0.4035
26 H 4.44 4.80 -1.80  0.3957
27 H 3.75 2.42 -1.82  0.4565
28 H 2.62 -4.53 -1.81  0.4383
29 H 0.90 -6.30 -1.48  0.4361
30 H -1.50 -5.64 -1.33  0.4317
31 H -2.07 -3.23 -1.44  0.4524
32 C -3.16 -1.38 3.08  -1.1721
33 N -1.87 -1.43 2.40  0.4243
34 C -0.99 -2.50 2.87  -1.0489
35 P -1.20 -0.19 1.56  0.4314
36 O -0.19 -0.72 0.57  -0.5353
37 N -2.51 0.52 0.83  0.2244
38 C -3.07 -0.23 -0.28  -0.7964
39 C -2.46 1.97 0.56  -1.0049
40 N -0.47 0.88 2.54  0.2985
41 C -0.95 1.21 3.87  -0.9946
42 C 0.65 1.70 2.08  -0.7596
43 H -3.03 -1.29 4.17  0.3986
44 H -3.72 -2.29 2.89  0.3325
45 H -3.74 -0.53 2.73  0.3485
46 H -0.84 -2.43 3.96  0.3106
47 H -0.03 -2.44 2.38  0.2732
48 H -1.44 -3.47 2.65  0.3413
49 H -3.27 -1.26 0.01  0.2798
50 H -2.42 -0.23 -1.18  0.2870
51 H -4.00 0.23 -0.61  0.4807
52 H -2.04 2.49 1.41  0.2772
53 H -3.48 2.33 0.42  0.3505
54 H -1.88 2.20 -0.33  0.4039
55 H -1.83 0.61 4.13  0.2310
56 H -1.23 2.26 3.94  0.3744
57 H -0.18 1.01 4.62  0.3106
58 H 0.91 1.45 1.05  -0.0470
59 H 1.52 1.53 2.70  0.3279
60 H 0.39 2.76 2.12  0.3615

***

(3)
C6H9N | ωB97M-V/def2-TZVPD

Energy relative to the best compared isomer or geometry (same formula, charge and spin) in kcal per mole: 11.5
LUMO in eV: 1.1
Electronic energy in Ha: -288.76378
Highest occupied orbital energy in eV: -7.730
Structure (SMILES): Cc1c[nH]c(C)c1
Frontier orbital gap in eV: 8.785

Each line ends with the Mulliken charge.
Atoms and positions in Å:
1 C 2.47 0.80 -0.06  -1.2552
2 C 1.04 0.41 -0.14  0.8063
3 C 0.17 0.97 -1.05  -0.7374
4 N -1.09 0.50 -0.79  -0.0355
5 C -1.04 -0.48 0.14  0.3364
6 C 0.26 -0.52 0.59  -0.6972
7 C -2.14 -1.35 0.66  -1.1725
8 H 3.08 0.15 0.57  0.3257
9 H 2.75 1.80 0.29  0.2709
10 H 2.93 0.73 -1.04  0.3029
11 H 0.29 1.73 -1.80  0.3980
12 H -1.90 0.97 -1.16  0.2098
13 H 0.58 -1.00 1.50  0.3358
14 H -2.99 -1.30 -0.04  0.3351
15 H -2.54 -1.02 1.61  0.2724
16 H -1.87 -2.39 0.73  0.3045

***

(4)
H4S2 | ωB97M-V/def2-TZVPD

Energy relative to the best compared isomer or geometry (same formula, charge and spin) in kcal per mole: 0.9
LUMO in eV: 0.8
Electronic energy in Ha: -798.74796
Highest occupied orbital energy in eV: -9.740
Structure (SMILES): S.S
Frontier orbital gap in eV: 10.495

Each line ends with the Mulliken charge.
Atoms and positions in Å:
1 S 1.57 2.29 1.43  -0.2836
2 H 2.53 1.46 1.88  0.1446
3 H 1.19 1.41 0.48  0.1373
4 S -1.47 -1.18 -1.19  -0.3027
5 H -2.23 -1.70 -2.17  0.1545
6 H -1.58 -2.29 -0.44  0.1499